{
  "formula": "C17H31ORh",
  "method": "ωB97M-V with the def2-TZVPD basis set",
  "fmax_ev_per_a": 1.89,
  "e_tot_ev": -23170.6959,
  "total_charge": 2,
  "relative_energy_ev": 0.355,
  "gap_ha": 0.317,
  "lumo_ev": -9.152,
  "species": ["Rh", "C", "C", "C", "C", "C", "C", "C", "C", "C", "C", "C", "C", "C", "C", "C", "C", "C", "H", "H", "H", "H", "H", "H", "H", "H", "H", "H", "H", "H", "H", "H", "H", "H", "H", "H", "H", "H", "H", "H", "H", "H", "H", "H", "H", "H", "H", "O", "H", "H"],
  "coordinates": [[0.787, 1.105, -0.851], [0.943, -0.901, -0.026], [0.425, 0.076, 0.885], [-0.822, 0.553, 0.308], [-0.965, -0.171, -0.933], [0.065, -1.106, -1.115], [0.190, -2.160, -2.173], [1.573, -2.121, -2.838], [-0.905, -2.015, -3.228], [0.037, -3.501, -1.417], [-1.953, 1.447, 0.807], [-1.525, 2.713, 1.552], [-2.824, 0.560, 1.716], [-2.797, 1.897, -0.402], [1.254, 0.541, 2.086], [0.505, 0.381, 3.411], [2.544, -0.291, 2.184], [1.675, 1.991, 1.775], [1.874, -1.428, 0.116], [-1.782, -0.033, -1.625], [1.721, -1.189, -3.377], [1.636, -2.937, -3.557], [2.384, -2.258, -2.119], [-0.870, -1.040, -3.721], [-1.902, -2.161, -2.807], [-0.765, -2.775, -3.995], [0.837, -3.654, -0.690], [0.088, -4.305, -2.150], [-0.922, -3.575, -0.902], [-1.070, 2.517, 2.517], [-2.419, 3.305, 1.743], [-0.853, 3.338, 0.959], [-2.288, 0.235, 2.608], [-3.182, -0.326, 1.187], [-3.697, 1.131, 2.034], [-2.192, 2.348, -1.195], [-3.505, 2.656, -0.074], [-3.385, 1.085, -0.831], [0.208, -0.659, 3.561], [-0.381, 1.002, 3.486], [1.172, 0.654, 4.229], [2.338, -1.345, 2.386], [3.131, 0.088, 3.018], [3.171, -0.217, 1.292], [0.964, 2.746, 2.081], [1.844, 2.122, 0.671], [2.647, 2.220, 2.209], [2.038, 1.029, -2.705], [1.994, 1.700, -3.402], [2.959, 0.729, -2.688]]
}